Entry from the Open Molecules 2025 dataset: C19H13InN6O5Se as an isolated structure in a non-equilibrium geometry (ωB97M-V/def2-TZVPD).

Computed properties:
- DFT total energy (hartree) = -4028.19728
- lowest unoccupied orbital energy (Eh) = -0.1201
- HOMO energy (eV) = -8.30
- energy above the lowest of the compared OMol25 structures with the same formula, charge and spin (kcal/mol) = 31.3
- total charge = 0

XYZ file:
```
45
Properties=species:S:1:pos:R:3:forces:R:3
C 3.0494 0.6205 0.3872 0.028 -0.054 0.042
H -1.4911 2.1936 2.3155 -0.025 -0.012 -0.011
C -5.8167 0.4354 -1.2883 -0.007 -0.108 0.068
H 1.8957 2.2863 1.0930 -0.043 -0.044 0.021
H 0.6354 -2.1437 1.5371 0.042 -0.003 0.056
H 1.2929 -0.5561 -3.0077 -0.033 -0.012 -0.006
C 4.6117 -0.9773 1.0997 0.048 -0.025 -0.008
N -6.6274 1.9956 0.5901 0.019 -0.030 -0.068
N 2.1412 1.6645 0.3383 -0.048 0.037 0.007
C 1.5855 1.7323 -0.8791 -0.127 -0.120 0.188
H 3.8131 0.5215 2.4175 -0.021 -0.013 0.014
H 5.2290 -1.4196 1.8690 -0.048 -0.033 0.002
H 1.0447 1.1651 -3.3765 -0.009 -0.005 -0.003
O 0.5909 -1.1166 5.2990 0.038 -0.057 0.074
N 2.1181 0.7744 -1.6416 -0.163 0.031 0.023
O -3.6372 0.7034 -0.5314 0.038 0.631 -0.306
H -0.4433 0.9882 4.2526 -0.008 -0.042 0.029
C -0.4302 0.5704 3.2554 -0.077 0.080 -0.175
C -6.2801 1.2886 -0.2499 0.007 0.054 0.042
C -4.4632 0.2074 -1.4282 -0.237 0.107 0.069
H 3.8025 -1.4993 -2.1848 -0.012 -0.008 0.008
N -3.9419 -0.5006 -2.4506 0.203 0.115 -0.049
C -6.7222 -0.1875 -2.1872 -0.052 0.051 -0.106
C -0.4657 -1.0231 -0.6794 0.170 -0.045 -0.080
C 3.0355 0.0547 -0.8832 0.030 -0.053 0.062
H 2.6477 0.4380 -3.6266 0.002 -0.003 0.010
C 1.7526 0.4305 -3.0074 0.007 -0.002 -0.040
O 0.0484 -2.0836 -0.9492 -0.016 0.130 0.080
In -1.8495 1.5697 -0.9332 1.491 -0.965 0.825
C 0.2055 -0.6441 3.0318 0.195 -0.269 0.204
C -0.4598 -0.4952 0.7440 0.112 -0.118 -0.043
O 2.0492 -1.8871 3.7276 0.036 -0.034 -0.001
N -7.3864 -0.7002 -2.9775 0.060 -0.021 0.064
C 3.8226 -1.0469 -1.2035 -0.058 0.001 -0.016
O -1.0027 -0.2324 -1.5836 -0.137 0.190 -0.296
Se 0.3542 3.0823 -1.3505 -0.979 -0.008 -0.209
C 0.1564 -1.2001 1.7550 -0.005 0.215 -0.173
C 4.6077 -1.5453 -0.1879 0.010 -0.017 0.052
N -1.0044 0.7176 0.9556 -0.431 0.199 -0.279
C 3.8371 0.1147 1.4169 -0.068 -0.014 -0.029
H 5.2222 -2.4148 -0.3769 0.013 0.018 0.005
C 1.0342 -1.3166 4.1653 -0.038 0.288 -0.202
C -1.0174 1.2267 2.1916 0.146 0.091 0.149
H -4.5631 -0.9830 -3.0796 0.001 -0.006 -0.026
H -2.9814 -0.8081 -2.3784 -0.051 -0.117 0.033
```
Forces are in eV/Å.


Entry from the Open Molecules 2025 dataset: a 2-piece molecular cluster, C4H12 overall in a non-equilibrium geometry (ωB97M-V/def2-TZVPD).

Computed properties:
- DFT total energy (hartree) = -159.57496
- lowest unoccupied orbital energy (Eh) = 0.0423
- SMILES string = CC.CC
- HOMO energy (eV) = -11.47
- energy above the lowest of the compared OMol25 structures with the same formula, charge and spin (kcal/mol) = 6.3
- total charge = 0

XYZ file:
```
16
Properties=species:S:1:pos:R:3:forces:R:3
H -2.0125 0.2221 1.2139 0.488 -0.293 0.302
H -1.1073 2.9464 0.2266 -0.378 -0.047 -0.530
H -1.2717 1.4273 -0.7734 -0.283 0.210 -0.137
H 1.9286 -1.5548 -2.2479 0.375 0.473 -0.058
C -1.7581 1.2669 1.3703 -1.040 0.220 -0.409
H 0.0337 -2.3230 -0.6997 -0.130 0.078 0.071
C 0.6951 -1.4955 -0.4428 0.712 -0.413 -0.543
C 2.0477 -1.6380 -1.1735 -0.194 -0.759 1.280
H 0.0725 1.7514 0.3084 -0.069 -0.441 -0.067
H 0.8860 -1.5079 0.6283 -0.289 0.096 0.087
C -1.0111 1.8581 0.1857 0.948 0.588 0.746
H -1.2471 1.4623 2.3057 0.161 -0.326 0.143
H -2.7476 1.7334 1.4691 0.173 0.113 -0.049
H 2.7467 -0.9767 -0.6578 0.085 0.538 -0.876
H 0.2365 -0.5597 -0.7452 -0.207 0.083 0.213
H 2.5086 -2.6122 -0.9676 -0.353 -0.121 -0.171
```
Forces are in eV/Å.


Entry from the Open Molecules 2025 dataset: a 4-piece molecular cluster, C2H10O3 overall in a non-equilibrium geometry (ωB97M-V/def2-TZVPD).

Computed properties:
- DFT total energy (hartree) = -307.83716
- lowest unoccupied orbital energy (alpha / beta) (Eh) = 0.1300 / 0.1279
- HOMO energy (alpha / beta) (eV) = 0.91 / -6.99
- 2S+1 = 2
- expectation value of S² = 0.75
- energy above the lowest of the compared OMol25 structures with the same formula, charge and spin (kcal/mol) = 17.9
- total charge = -1

XYZ file:
```
15
Properties=species:S:1:pos:R:3:forces:R:3
H -0.2062 2.8828 -0.2546 0.348 -0.232 0.006
C 1.5694 -3.4633 -0.6831 0.707 -0.733 0.162
H 1.7596 2.2457 2.0088 -0.055 -0.240 -0.019
O -3.1109 2.4092 -1.1312 -0.402 0.154 0.035
H 1.5768 -2.5696 -0.0841 -0.467 0.488 -0.321
H -2.8750 3.1616 -1.6844 0.107 -0.093 0.153
H -0.4722 -3.7596 -1.0161 -0.379 0.031 0.431
H 2.5630 -3.8517 -0.8795 0.060 -0.166 0.157
H 0.5762 -5.1662 -1.4841 0.287 0.105 -0.275
H -0.2196 1.4397 0.3550 0.356 0.060 -0.032
H 2.1488 1.0957 2.9663 -0.016 0.104 -0.189
O -0.6309 2.3132 0.4024 -0.696 0.336 0.189
H -2.5802 2.5080 -0.3225 0.320 -0.170 -0.274
O 1.8276 1.2705 2.0630 0.041 0.046 0.122
C 0.5192 -4.1715 -1.0610 -0.212 0.311 -0.146
```
Forces are in eV/Å.


Entry from the Open Molecules 2025 dataset: C4H8S3 as an isolated structure in a non-equilibrium geometry (ωB97M-V/def2-TZVPD).

Computed properties:
- DFT total energy (hartree) = -1351.49820
- lowest unoccupied orbital energy (Eh) = -0.0475
- HOMO energy (eV) = -8.74
- energy above the lowest of the compared OMol25 structures with the same formula, charge and spin (kcal/mol) = 164.0
- total charge = 0

XYZ file:
```
15
Properties=species:S:1:pos:R:3:forces:R:3
H -0.2507 1.9884 0.9664 -1.015 0.944 1.906
H -1.1601 1.4516 -1.7765 2.752 0.652 1.009
S 0.2003 1.7434 -1.1425 -1.177 1.000 -5.533
H -0.5175 -1.4163 2.7406 1.510 2.934 -1.771
C -0.1608 1.1615 0.3471 -2.332 0.514 1.026
H 1.1674 -0.5252 3.1917 -3.342 1.120 -2.584
H -1.8094 -0.2442 1.1101 -0.852 0.057 0.892
C 0.0496 -0.3434 2.4124 0.979 -0.469 4.764
S 1.7414 -0.9996 0.3482 -1.341 0.521 -3.381
S -1.4654 -0.9187 -1.1036 0.648 -2.428 -1.344
C 0.3171 -0.0266 0.8688 1.219 -5.501 3.763
H -0.6884 0.5398 2.9645 2.407 -2.357 -1.702
H -0.3514 -1.8604 -1.0888 -1.593 1.312 -0.135
H 1.2132 -0.8214 -1.7045 0.989 -0.076 3.609
C -1.0766 -0.1771 0.3656 1.148 1.778 -0.519
```
Forces are in eV/Å.


Entry from the Open Molecules 2025 dataset: one molecule with the formula C5H6O (ωB97M-V/def2-TZVPD).

Computed properties:
- DFT total energy (hartree) = -269.11644
- lowest unoccupied orbital energy (alpha / beta) (Eh) = -0.0169 / -0.0186
- HOMO energy (alpha / beta) (eV) = -8.14 / -7.90
- energy above the lowest of the compared OMol25 structures with the same formula, charge and spin (kcal/mol) = 144.2
- total charge = 0

XYZ file:
```
12
Properties=species:S:1:pos:R:3:forces:R:3
H -1.1487 -3.1488 1.4127 0.148 0.054 -0.066
C -0.2381 -2.5968 1.1729 -0.227 0.399 -0.287
H -1.0322 -1.7064 -0.5974 -0.147 -0.226 0.016
H -0.3474 0.9064 1.2393 0.048 0.024 -0.142
C 0.0443 -0.4818 -0.3989 0.080 0.135 -0.095
O -0.5795 1.8909 -0.6351 -0.143 0.046 -0.047
C -0.0368 0.8642 0.1974 -0.024 -0.217 0.228
C -0.2520 -1.6659 0.2573 0.146 -0.200 0.268
H 1.4734 1.7467 -1.1698 -0.135 0.023 0.118
H 0.2119 -0.5145 -1.4733 -0.003 0.017 0.091
C 0.7988 1.9524 -0.3381 0.315 0.057 0.011
H 1.1064 2.7536 0.3329 -0.058 -0.113 -0.096
```
Forces are in eV/Å.


Entry from the Open Molecules 2025 dataset: C26H48IN6O5P2W as an isolated structure (ωB97M-V/def2-TZVPD).

Computed properties:
- DFT total energy (hartree) = -2771.06529
- lowest unoccupied orbital energy (alpha / beta) (Eh) = -0.3781 / -0.3617
- HOMO energy (alpha / beta) (eV) = -16.65 / -16.92
- 2S+1 = 3
- expectation value of S² = 2.02
- energy above the lowest of the compared OMol25 structures with the same formula, charge and spin (kcal/mol) = 33.6
- total charge = +3

XYZ file:
```
89
Properties=species:S:1:pos:R:3:forces:R:3
P 2.0562 -2.3794 0.8821 -0.098 -0.143 0.027
H -1.0649 2.6439 -0.2592 -0.019 -0.026 -0.005
C -1.4669 -3.8900 0.2964 0.043 -0.086 -0.086
C 3.3310 1.3442 0.4347 0.004 0.075 -0.035
C -1.5553 4.0406 2.0113 0.000 -0.029 0.025
C 0.8767 1.7649 0.1214 0.007 -0.068 -0.071
C 0.6613 2.9054 2.6217 0.083 -0.057 0.044
H -3.1152 -2.0748 2.6132 -0.024 0.020 -0.022
H 4.4035 -4.5853 -0.4989 0.007 0.011 0.005
H -2.2129 5.9640 1.2679 0.000 -0.001 -0.014
H -1.4367 4.9796 0.0282 0.008 0.009 0.001
H -0.4776 -3.8711 -0.1451 -0.048 -0.019 0.002
H -1.3027 -1.6834 5.5941 -0.004 -0.012 0.001
N 1.8819 -0.0421 -3.5571 -0.076 -0.002 -0.002
H 2.6702 2.2456 2.9587 0.004 0.007 -0.005
C -1.4048 5.2575 1.0825 -0.010 -0.013 0.012
H -2.0144 -4.0426 4.8224 -0.005 0.010 -0.002
H -5.3401 1.1331 2.1038 0.007 0.003 0.000
C -0.5379 -0.7122 -2.2393 -0.205 -0.169 -0.127
H -0.0990 -0.8275 4.6095 0.002 -0.007 -0.003
C -1.6493 4.5021 3.4615 0.016 -0.022 -0.008
C 1.8425 2.2592 2.2601 -0.043 0.024 0.052
H 5.2288 -2.1055 2.0573 -0.008 -0.021 -0.029
O -0.7587 -1.5628 -1.2869 0.142 0.229 -0.011
H 2.8704 -0.2234 -3.6908 -0.022 0.002 -0.004
C -0.4124 3.0795 1.7397 -0.155 0.060 -0.080
C 2.0444 -3.7765 -1.4096 0.036 -0.008 -0.040
H -0.8065 5.1445 3.7249 -0.001 -0.007 0.005
H 1.0790 1.6266 -0.9396 0.010 0.004 0.042
H 3.9035 -2.6733 3.8714 -0.007 -0.015 -0.009
N -1.6409 -2.7862 1.2609 0.016 -0.048 0.060
H -2.6421 0.1810 -1.8085 -0.032 0.004 0.018
H 1.5469 -4.7468 -1.3494 0.007 -0.009 0.002
H 1.6812 0.7990 -4.0895 -0.004 -0.011 0.015
H 2.8050 -3.8314 -2.1884 -0.002 0.021 0.002
H 4.5363 -0.4830 2.1051 0.022 -0.037 0.069
H -6.4372 1.0943 -0.1210 0.001 0.003 -0.004
C -0.4183 -1.8024 4.9685 0.019 0.002 0.010
H -3.6686 -2.3286 0.9414 -0.004 -0.001 0.006
C -4.7674 0.9145 1.2143 -0.053 0.013 0.001
H 1.1322 -1.2782 -5.1554 -0.026 0.002 -0.012
C -0.3871 -1.0754 -3.6666 0.143 0.133 0.028
H 3.7047 2.1664 -0.1831 -0.008 -0.001 -0.012
O -0.1852 -0.8231 2.1438 -0.384 0.092 -0.092
C 2.0069 1.7494 0.9844 -0.054 -0.059 0.001
H -2.4878 3.5326 1.7381 -0.002 -0.038 0.013
H -0.3144 -4.5474 4.7344 0.011 0.015 -0.010
C 1.1087 -1.1698 -4.0686 0.000 -0.013 0.010
N -2.6217 0.3771 0.2589 -0.115 0.047 0.222
W -0.4491 -0.1764 0.2126 0.417 -0.775 0.187
C -1.1256 -4.0607 4.1931 -0.044 0.002 0.010
C -3.4096 0.6569 1.3313 0.145 -0.002 0.099
I -2.7170 0.7539 3.3056 0.011 0.087 -0.159
H -3.3886 -3.7143 2.0056 0.015 0.005 0.001
H -0.8732 -0.2878 -4.2472 0.043 0.016 0.007
H 1.5331 -2.0826 -3.6536 -0.040 -0.017 0.005
C 2.9630 -2.2882 3.4782 0.014 0.088 -0.043
O 1.4287 -1.2364 0.0915 -0.257 0.247 0.150
N 3.1281 -2.0551 2.0373 0.015 0.153 0.042
C -0.3050 2.4692 0.4954 0.200 0.142 -0.066
H 4.1898 -4.1322 1.1962 -0.011 -0.012 0.000
H -2.5529 5.0936 3.5997 0.002 0.001 -0.002
H 3.2461 0.4719 -0.2135 0.005 0.039 0.018
N -0.7474 -2.6804 3.8362 0.007 -0.043 -0.089
H 2.1941 -3.0281 3.6741 -0.042 -0.018 -0.009
H 4.5362 -1.4074 0.5885 -0.022 0.030 0.052
H 3.1913 -5.4162 0.4911 -0.019 -0.002 -0.011
C -3.0355 -2.7163 1.7395 -0.140 0.035 -0.009
H -1.3421 -4.6456 3.2988 0.001 0.005 0.002
C -3.2541 0.3693 -0.9464 0.122 -0.039 -0.031
O 0.8211 -3.0725 1.7176 0.177 0.080 0.030
H 4.0670 1.1742 1.2147 -0.057 0.085 -0.038
H 1.3176 -3.0131 -1.6688 -0.008 0.014 -0.001
O -0.4862 0.4755 -1.8061 -0.009 0.192 -0.159
C -4.5908 0.6126 -1.1310 -0.106 0.022 0.007
C 3.6733 -4.4570 0.2988 -0.002 -0.021 -0.014
P -0.4598 -2.3283 2.3063 0.280 0.113 0.015
C -5.3782 0.8935 -0.0255 0.047 -0.015 -0.020
H -1.6417 -4.8556 0.7744 -0.002 0.012 0.018
C 4.4286 -1.4725 1.6712 0.104 -0.256 -0.017
H 2.7287 -1.3596 4.0012 -0.012 0.020 0.005
H -1.6834 3.6727 4.1701 -0.007 -0.004 -0.004
H 0.3772 -2.2469 5.5670 0.006 -0.003 -0.006
H 0.6037 3.3501 3.6074 0.002 0.011 -0.009
H -2.2008 -3.7543 -0.4955 0.009 0.006 -0.006
N 2.6835 -3.4536 -0.1313 0.000 -0.017 0.014
H -4.9986 0.5888 -2.1315 -0.002 -0.003 0.004
H -0.4605 5.7709 1.2715 -0.007 -0.001 0.006
H -0.8879 -2.0202 -3.8681 -0.014 -0.043 0.030
```
Forces are in eV/Å.


Entry from the Open Molecules 2025 dataset: a 2-piece molecular cluster, C4H9P overall in a non-equilibrium geometry (ωB97M-V/def2-TZVPD).

Computed properties:
- DFT total energy (hartree) = -498.97566
- lowest unoccupied orbital energy (alpha / beta) (Eh) = -0.0211 / -0.0010
- HOMO energy (alpha / beta) (eV) = -8.04 / -8.22
- energy above the lowest of the compared OMol25 structures with the same formula, charge and spin (kcal/mol) = 80.3
- total charge = 0

XYZ file:
```
14
Properties=species:S:1:pos:R:3:forces:R:3
C -1.2007 0.9035 0.2474 0.699 2.150 -1.800
H 0.3382 -2.2277 -0.3137 -0.991 -0.171 -0.034
H -0.3796 0.4197 2.3043 -0.653 -0.013 -0.959
C -0.1893 -0.1764 0.1147 0.976 0.212 0.051
H 0.4010 -1.2932 -1.7569 -0.147 0.655 0.646
C -0.1729 -1.3931 -0.8116 -0.964 1.006 -0.684
H 2.3273 2.0630 -0.7497 -0.178 -1.193 1.147
C -0.9602 0.0749 1.4149 1.007 -2.273 1.237
P 2.4940 0.8400 0.1383 -0.981 0.951 -1.218
H -1.7331 -0.6707 1.6732 0.537 0.295 -0.080
H -2.1011 0.7002 -0.3845 0.616 0.777 0.767
H -1.2610 -1.4942 -1.2344 1.678 -0.621 1.201
H -0.7605 1.9572 0.3559 -1.171 -1.464 -0.680
H 3.1979 0.2968 -0.9980 -0.429 -0.310 0.407
```
Forces are in eV/Å.


Entry from the Open Molecules 2025 dataset: a 3-piece molecular cluster, C5H12O2 overall in a non-equilibrium geometry (ωB97M-V/def2-TZVPD).

Computed properties:
- DFT total energy (hartree) = -348.05790
- lowest unoccupied orbital energy (alpha / beta) (Eh) = 0.1277 / 0.1255
- HOMO energy (alpha / beta) (eV) = 0.88 / -6.59
- 2S+1 = 2
- expectation value of S² = 0.75
- energy above the lowest of the compared OMol25 structures with the same formula, charge and spin (kcal/mol) = 55.9
- total charge = -1

XYZ file:
```
19
Properties=species:S:1:pos:R:3:forces:R:3
H 0.6758 -0.9321 2.5605 0.604 -0.367 1.367
C -1.2159 0.3751 0.1026 -1.472 -0.355 -3.644
H -1.4291 0.2100 2.2424 -0.534 -0.810 -0.814
H -2.6508 -0.0510 -1.3529 -0.119 -0.001 2.069
H 2.4031 1.2578 0.7960 0.261 -0.138 0.396
H -0.6741 0.6007 -0.8487 0.591 0.049 1.382
H 0.0615 -0.3565 -3.6742 0.589 0.372 0.569
C -0.7092 0.2298 1.3986 2.116 1.105 4.291
O 2.1655 2.1784 0.9710 -1.182 -0.165 -1.996
H 1.5940 -2.4288 0.9414 -1.415 1.844 -1.069
C -2.4258 -0.0351 -0.2172 -2.055 0.056 -1.908
H -3.2430 -0.2877 0.5112 0.988 0.008 -0.745
H 1.4959 -0.1288 -3.8830 2.895 -0.447 -2.763
H 0.5407 -1.6211 -0.4385 -0.234 0.285 -0.707
C 0.8353 -1.5949 0.5807 1.357 -1.813 3.151
H -0.2236 1.1357 1.8118 0.466 0.124 -0.742
O 0.8842 0.0049 -3.2266 -3.539 0.095 2.396
H 1.6002 2.2985 0.1431 0.915 0.256 1.504
C 0.3154 -0.8548 1.5818 -0.231 -0.098 -2.734
```
Forces are in eV/Å.


- Which value of total charge does entry 2 give?
  0